Record 1
This record from the OMol25 dataset describes a 8-piece molecular cluster, C3H21NO8S overall. The level of theory is wB97M-V/def2-TZVPD.

Computed properties:
E_HOMO, Eh: -0.3470
SMILES: N[C@H](C=O)CS.O.O.O.O.O.O.O
Energy above the lowest of the compared OMol25 structures with the same formula, charge and spin, kJ/mol: 23.6
LUMO, eV: 0.20
Kohn-Sham gap, hartree: 0.354
Calculated total energy, eV: -32155.647
Total charge: 0
Strongest force on any atom, eV/A: 2.1
Multiplicity: 1

Last column: natural (NBO) charge in e.
Positions of all 34 atoms, in Å:
H  -0.3712  2.7411  -0.4597  0.38
O  -0.5896  1.1829  2.5194  -0.55
H  1.6413  1.0396  0.9229  0.21
H  0.8875  2.1286  3.3561  0.14
C  1.8694  3.2445  0.8156  -0.53
H  0.9650  -4.2469  0.3906  0.50
H  1.4320  -2.4571  -1.9674  0.49
H  -3.5167  2.1456  2.7992  0.47
O  -0.6307  -4.5188  -0.2704  -0.95
H  2.9457  3.1389  0.9575  0.25
C  0.4525  1.7951  2.3855  0.42
H  1.4331  4.1611  1.3849  0.23
H  -0.8500  -3.6236  -0.5539  0.49
O  0.1523  0.4796  -2.7964  -0.99
H  -3.0814  -0.4322  -0.0552  0.48
O  -0.7789  -2.7405  -2.5123  -0.98
O  -3.0882  -1.2747  -0.5027  -0.97
S  2.1997  3.6159  -0.9336  -0.03
H  -0.6964  -2.9034  -3.4634  0.48
C  0.9948  1.9636  0.9721  -0.16
H  2.1626  -1.5596  -1.0081  0.49
O  1.8153  -1.5669  -1.9079  -0.97
H  1.0086  0.1806  -2.4731  0.50
O  1.7312  -3.7198  0.7487  -0.99
O  -2.9416  2.8998  2.9583  -0.95
H  1.0943  3.3931  -1.6574  0.12
H  -0.3247  -1.8639  -2.5983  0.50
H  -2.2615  -1.6804  -0.7574  0.49
H  -0.3453  1.0000  -2.1254  0.48
N  -0.1612  1.9342  0.1165  -0.88
H  1.5598  -3.7878  1.6945  0.46
H  -1.0330  1.5288  0.3914  0.40
H  -1.4627  -4.8366  0.1060  0.48
H  -2.2119  2.6393  3.5235  0.48

=====

Record 2
This record from the OMol25 dataset describes C34H15F15GeN5OS7Sr as an isolated structure. The level of theory is wB97M-V/def2-TZVPD.

Computed properties:
E_HOMO (spin up / spin down), Eh: -0.0371 / -0.0582
Energy above the lowest of the compared OMol25 structures with the same formula, charge and spin, kJ/mol: 23.3
LUMO (spin up / spin down), eV: 3.66 / 3.66
Kohn-Sham gap (spin up / spin down), hartree: 0.172 / 0.193
Calculated total energy, eV: -218962.667
Total charge: -2
Strongest force on any atom, eV/A: 0.8
Multiplicity: 2
⟨S²⟩: 0.77

Last column: Löwdin spin population.
Positions of all 79 atoms, in Å:
C  2.4210  -6.4070  -0.1353  0.00
C  -1.3658  3.0142  -2.3616  0.00
C  -1.7140  -8.2450  2.9726  0.00
H  -4.1968  4.1189  -0.0506  0.00
C  4.2634  -4.5557  0.6967  0.00
C  4.5024  -0.1707  -5.4306  0.00
F  0.7958  -5.6804  -5.1123  0.00
N  -1.6921  -0.0446  1.7997  0.00
C  -1.4155  -5.4730  -4.3672  0.00
F  -3.6261  -5.2678  -3.5964  0.00
F  -1.9816  -7.3991  -0.4910  0.00
F  -0.4197  -7.3176  4.6939  0.00
S  3.0439  0.7248  -5.3960  0.00
S  0.6516  0.5105  -3.6282  0.00
F  -2.9684  -9.1695  1.2227  0.00
Ge  0.0194  -4.7208  0.1469  0.00
Sr  0.4995  -0.4129  -0.8243  0.01
F  1.5669  -7.3478  -0.5811  0.00
H  -3.6295  -1.4999  2.2205  0.00
F  5.9718  -6.1393  0.3853  0.00
H  -1.8911  3.6584  0.8113  0.00
S  5.7367  0.0801  -6.5278  0.00
C  3.7547  -6.7548  -0.0886  0.00
S  2.5116  -2.0717  -2.1164  0.00
C  1.9642  -5.1516  0.2209  0.00
C  4.5033  0.8231  1.2958  0.11
N  -1.1341  3.1879  -1.0352  0.00
C  4.6773  -5.8180  0.3308  0.00
H  -4.4119  -1.1839  0.7780  0.00
C  2.9182  -4.2383  0.6377  0.00
H  -2.7560  3.0536  -3.9545  0.00
H  0.6539  1.3724  4.4099  0.00
C  -0.4767  -5.0254  -1.7631  0.00
C  1.8220  0.7300  2.0655  0.10
C  2.8295  1.0951  3.0037  0.06
F  1.7121  -5.2430  -2.6611  0.00
H  -4.6559  3.8141  -2.4983  0.00
C  -0.3150  -6.3739  2.5197  0.00
H  -0.9980  1.3362  3.8163  0.00
C  3.4865  0.4670  0.4314  0.01
C  2.2469  -0.0581  -4.0389  0.00
F  -2.2086  -9.1526  3.8174  0.00
H  4.9023  1.4275  3.3377  0.00
F  5.1657  -3.6668  1.1134  0.00
C  0.4447  0.6131  2.3991  0.18
C  4.1425  1.1458  2.6167  0.03
N  2.1942  0.4282  0.7700  0.13
C  -1.5803  -7.2974  0.7862  0.00
F  -1.8616  -5.7045  -5.6034  0.00
F  0.5636  -5.4955  3.0165  0.00
C  -2.3110  -5.2497  -3.3425  0.00
C  -2.0999  -8.2439  1.6530  0.00
N  -0.4092  0.2852  1.4136  0.23
C  0.3894  -5.2373  -2.8239  0.00
C  -0.8069  -7.3076  3.4131  0.00
F  -2.7417  -4.8254  -1.1100  0.00
O  0.0217  2.9388  -0.5448  0.00
C  -0.0449  0.7972  3.8099  0.02
C  -2.6684  -0.2647  0.9285  0.04
C  -1.8300  -5.0211  -2.0714  0.00
H  -1.8291  -0.4026  2.7348  0.00
C  -0.0622  -5.4642  -4.1118  0.00
C  2.9578  -1.0557  -3.4591  0.00
C  -3.4143  3.8184  -0.7362  0.00
N  -3.8085  -0.8177  1.4956  0.02
C  -0.6872  -6.3224  1.1826  0.00
S  -2.6136  0.0746  -0.7215  0.02
H  3.7140  0.1824  -0.5930  0.00
H  -0.5125  2.6576  -2.9267  0.00
H  -0.1971  -0.1655  4.3190  0.01
C  -3.6672  3.6487  -2.0894  0.00
H  2.5725  1.3297  4.0271  0.00
S  -0.7215  -2.9577  1.0026  0.00
S  4.5312  -1.3514  -4.1916  0.00
C  -2.1547  3.5816  -0.2315  0.00
F  2.5708  -3.0130  1.0136  0.00
C  -2.6176  3.2331  -2.8955  0.00
H  5.5322  0.8357  0.9628  0.01
F  4.1673  -7.9789  -0.4464  0.00

=====

Record 3
This record from the OMol25 dataset describes a 3-piece molecular cluster, CH3NOS overall. The level of theory is wB97M-V/def2-TZVPD.

Computed properties:
E_HOMO (spin up / spin down), Eh: -0.3065 / -0.3088
Energy above the lowest of the compared OMol25 structures with the same formula, charge and spin, kJ/mol: 504.5
LUMO (spin up / spin down), eV: -0.83 / -0.70
Kohn-Sham gap (spin up / spin down), hartree: 0.276 / 0.283
Calculated total energy, eV: -15453.580
Total charge: 0
Strongest force on any atom, eV/A: 4.0
Multiplicity: 1

Last column: natural (NBO) charge in e.
Positions of all 7 atoms, in Å:
H  -0.9253  -1.4870  -1.1451  0.20
C  -1.3755  -0.5357  -0.9113  0.12
H  2.0198  -0.2991  -0.0245  -0.01
S  -0.0400  1.4648  0.5494  1.18
O  -0.6510  1.7683  1.8407  -0.89
H  1.7667  -1.1949  -0.0587  -0.01
N  -0.7947  0.2836  -0.2505  -0.60

=====

Record 4
This record from the OMol25 dataset describes C41H42Br3N6O4PSYb as an isolated structure. The level of theory is wB97M-V/def2-TZVPD.

Computed properties:
E_HOMO (spin up / spin down), Eh: -0.4060 / -0.4060
Energy above the lowest of the compared OMol25 structures with the same formula, charge and spin, kJ/mol: 69.9
LUMO (spin up / spin down), eV: -3.23 / -3.23
Kohn-Sham gap (spin up / spin down), hartree: 0.287 / 0.287
Calculated total energy, eV: -322111.950
Total charge: +1
Strongest force on any atom, eV/A: 0.9
Multiplicity: 2
⟨S²⟩: 0.75

Last column: Löwdin spin population.
Positions of all 99 atoms, in Å:
H  2.4965  -1.6145  4.7446  0.00
C  -2.4640  -1.5233  2.1898  0.00
N  0.5094  -2.2534  -1.0244  0.00
H  -1.1212  -3.3510  -0.4090  0.00
C  -4.5621  -0.1643  -0.9687  0.00
Br  -3.2404  4.4459  4.5389  0.00
H  -3.1040  -1.9077  -4.4091  0.00
H  -5.0862  -0.0191  -1.9136  0.00
C  1.7082  -2.3055  -1.6141  0.00
C  4.7219  -4.0589  4.0549  0.00
C  -1.2654  2.6429  -3.1137  0.00
C  1.2886  2.3718  2.6299  0.00
H  -1.5279  2.5787  -4.1713  0.00
C  -2.9442  2.5284  2.4794  0.00
H  5.2651  -4.7472  2.0975  0.00
C  1.7980  4.9488  -1.0466  0.00
H  0.3424  -3.0819  1.7827  0.00
O  1.1957  -0.7731  2.7427  0.00
H  -3.6930  -2.5370  3.6940  0.00
C  2.4504  1.3388  -1.8957  0.00
C  -2.9723  -0.8276  -4.4690  0.00
H  0.3907  -1.0914  -3.6239  0.00
H  -4.5149  0.7979  -0.4535  0.00
C  -0.2065  2.3823  2.6713  0.00
C  -3.1877  -0.7973  -1.1681  0.00
C  -0.1430  -3.4102  -0.8638  0.00
H  3.2997  -3.4320  -2.4470  0.00
C  -0.5637  -1.4332  -4.0199  0.00
S  -1.5146  -3.5823  3.2532  0.00
H  -3.8050  1.8325  -3.8863  0.00
O  2.2498  -1.1300  0.8496  0.00
C  -2.2806  3.2957  3.4203  0.00
C  -0.9034  3.2342  3.5165  0.00
Br  5.8661  -5.2797  4.9241  0.00
H  5.0809  2.3225  2.2190  0.00
H  -3.1100  -0.7078  1.9121  0.00
H  2.2614  5.9174  -1.1870  0.00
H  -0.2174  -5.5297  -1.1005  0.00
H  -0.9336  3.4632  0.2383  0.00
C  2.0519  3.1458  3.4881  0.00
C  2.3181  -3.4864  -2.0023  0.00
H  -5.1739  -0.8349  -0.3563  0.00
H  -4.0900  -2.2294  -2.5283  0.00
H  -0.8017  -2.4042  -3.5779  0.00
C  -3.7005  2.2931  -2.9029  0.00
N  -0.8467  1.5958  1.7978  0.00
H  4.0321  -3.2012  5.8960  0.00
H  3.7768  -3.1108  0.9525  0.00
C  3.1684  1.6042  1.5578  0.00
C  -2.3496  1.9441  -2.2661  0.00
O  3.6020  -1.1474  -2.3488  0.00
C  3.1159  -2.2949  4.1733  0.00
H  -2.3231  2.3686  -1.2560  0.00
H  0.0325  5.7020  -0.0496  0.00
N  1.8211  0.1511  -1.5741  0.00
C  -2.7897  -2.4579  3.1099  0.00
C  1.6341  -4.6745  -1.8201  0.00
H  -4.0170  2.5775  2.3568  0.00
H  1.6071  3.7542  4.2607  0.00
H  -2.9250  -0.5694  -5.5294  0.00
H  -2.4288  -2.6386  -2.1203  0.00
H  2.0747  -5.6172  -2.1204  0.00
C  3.9630  -3.1823  4.8167  0.00
O  3.4154  1.5160  -2.6031  0.00
N  1.8409  1.6080  1.6890  0.00
C  -1.6674  -0.4019  -3.7773  0.00
C  0.0305  3.5751  -0.2412  0.00
H  -0.2689  2.2220  -2.9960  0.00
C  4.6597  -4.0566  2.6685  0.00
H  3.5786  0.9614  0.7874  0.00
P  -1.8174  0.1673  -2.0111  0.00
C  0.3685  -4.6328  -1.2509  0.00
H  -3.8650  -0.3586  -4.0562  0.00
C  3.4281  3.1286  3.3446  0.00
Yb  0.4575  -0.0309  0.2678  1.01
H  -0.4412  -1.5854  -5.0954  0.00
C  2.4035  3.8013  -1.5224  0.00
C  3.8226  -3.1510  2.0341  0.00
H  -3.7178  -2.8815  -0.9386  0.00
H  -3.7337  3.3752  -3.0590  0.00
N  -1.2251  -1.6744  1.5891  0.00
H  -0.3917  3.8644  4.2275  0.00
H  -1.3206  0.5119  -4.2584  0.00
N  0.6313  2.4539  -0.6521  0.00
H  -2.7596  -0.9157  -0.1741  0.00
C  2.1116  -1.3317  2.1190  0.00
C  4.0099  2.3548  2.3604  0.00
C  -0.6372  -2.7361  2.0807  0.00
C  -3.3523  -2.2165  -1.7271  0.00
H  -2.6437  1.0882  0.9317  0.00
C  -2.1728  1.6931  1.6993  0.00
C  2.4937  -1.0246  -1.8867  0.00
H  -1.2190  3.7046  -2.8630  0.00
H  -4.5644  2.0272  -2.3033  0.00
C  1.7862  2.5778  -1.3116  0.00
Br  4.4917  4.1654  4.4876  0.00
H  3.3371  3.8122  -2.0657  0.00
C  3.0453  -2.2753  2.7853  0.00
C  0.5702  4.8343  -0.4090  0.00